No. 1
Density functional theory data (ωB97M-V/def2-TZVPD) for a single C4H3NO molecule at a distorted geometry.

The geometry in XYZ format:
```
9
C4H3NO ωB97M-V/def2-TZVPD
O 2.5461 0.6654 -0.0614
N 0.6605 3.2271 1.5231
C 1.2788 0.7710 0.5585
C 0.9451 2.2034 1.0527
C 0.0585 0.0543 0.0665
C 2.5075 0.1736 1.1173
H -0.7493 0.0772 0.7063
H -0.2809 0.3822 -0.8260
H 0.1335 -0.9676 -0.1759
```

Computed properties:
Orbital gap: 10.33 eV
Multiplicity: 1
Strongest force on any atom: 0.07336 hartree/bohr
Electronic energy: -284.059495 a.u.
Energy relative to the best compared isomer or geometry (same formula, charge and spin): 3.0914 eV
HOMO: -10.52 eV



No. 2
Density functional theory data (ωB97M-V/def2-TZVPD) for 7 unconnected molecules or ions with the total composition C22H25F2N5 at a distorted geometry.

The geometry in XYZ format:
```
54
C22H25F2N5 ωB97M-V/def2-TZVPD
F 4.5124 2.8383 24.1561
F 3.1056 10.9259 30.2058
N 5.7648 5.3476 28.8276
N 3.3978 11.9183 26.7514
N 3.0094 3.9878 26.6280
N 2.3763 0.5725 25.7997
N 3.8798 7.7572 24.8482
C 7.5053 3.5195 29.5333
C 4.1314 9.4472 26.9940
C 2.9093 1.8061 22.7982
C 0.6297 2.6313 22.7473
C 4.0483 6.2698 27.3805
C 6.5582 4.5673 29.0853
C 3.4841 5.0131 27.0114
C 3.3520 6.8565 29.9969
C 2.2755 3.6638 24.2596
C 3.2353 2.7882 23.7258
C 1.6018 1.6457 22.3358
C 2.1203 7.4840 30.4337
C 4.5212 7.6203 29.7250
C 1.0284 3.6038 23.6991
C 2.2699 1.0663 26.8320
C 2.1493 1.8207 28.0848
C 2.1329 8.8374 30.5640
C 3.7084 10.8135 26.8377
C 4.4010 9.0329 29.6675
C 3.2271 9.6151 30.1165
C 1.6946 6.7287 25.8924
C 2.9406 7.2675 25.3235
H 1.2610 0.8784 21.6565
H 7.7936 2.8534 28.7201
H 2.7419 1.4229 28.9086
H 1.6374 6.8927 26.9685
H 0.3429 4.3898 23.9797
H 2.6292 4.3663 24.9997
H 0.8898 7.3747 25.5418
H 3.4268 5.7793 30.0139
H 4.5320 6.0368 28.3291
H 1.1423 1.6946 28.4823
H 1.2063 9.3537 30.7670
H 3.3613 7.1117 27.4656
H 3.7701 1.2487 22.4597
H 2.2974 2.8607 27.7939
H 8.4291 4.0362 29.7935
H 4.7382 6.4972 26.5679
H 1.2335 6.9141 30.6689
H -0.3666 2.5508 22.3383
H 1.5876 5.6872 25.5890
H 3.3644 8.6729 26.9803
H 5.4991 7.2247 29.4938
H 5.2130 9.7286 29.5153
H 7.0782 3.0978 30.4432
H 4.5230 9.4419 28.0112
H 4.9543 9.1406 26.3482
```

Computed properties:
Orbital gap: 8.49 eV
Multiplicity: 1
Strongest force on any atom: 0.11891 hartree/bohr
Electronic energy: -1326.567375 a.u.
SMILES string: Fc1ccccc1.Fc1ccccc1.CC#N.CC#N.CC#N.CC#N.CC#N
Energy relative to the best compared isomer or geometry (same formula, charge and spin): 5.8369 eV
HOMO: -8.49 eV



No. 3
Density functional theory data (ωB97M-V/def2-TZVPD) for a molecular structure, C30H21BrCuN5O2.

The geometry in XYZ format:
```
60
C30H21BrCuN5O2 ωB97M-V/def2-TZVPD
Br 3.7201 -2.7544 5.0725
Cu -0.1257 -0.6096 -0.7054
O -5.3471 1.1383 3.9193
O -6.3736 -0.7178 3.6211
N -1.6085 -1.9157 -0.2307
N 1.7218 -0.3364 -0.1612
N -5.4755 0.0579 3.3830
N -1.5343 0.6917 0.3747
N -0.1505 0.2564 -2.5728
C 4.0020 -1.3067 2.6208
C 2.2243 -0.8516 0.9955
C 2.6702 0.3880 -0.9599
C 3.1377 1.6949 -0.3661
C -1.6646 -3.1957 -0.5564
C -4.4408 -0.3743 2.3974
C -1.6607 1.6651 -3.7866
C 2.2397 0.8205 -2.3528
C -3.2768 1.9006 2.1650
C -3.4289 0.5274 1.8766
C -2.6509 -4.0729 -0.0903
C -2.2680 2.6094 1.5660
C 1.3652 -1.5708 1.8647
C 5.1080 1.7634 -1.8220
C 4.3047 2.2520 -0.7295
C 3.1237 -1.9940 3.4337
C -2.5101 -0.0256 0.9632
C 1.7960 -2.1261 3.0493
C -3.5688 -2.2393 1.1298
C 3.5690 -0.7424 1.4285
C -2.5620 -1.4318 0.6026
C -1.4116 1.9649 0.6712
C 0.8486 1.1252 -2.7942
C -1.3619 0.5234 -3.0684
C 3.2191 1.0609 -3.2539
C 4.6216 1.1916 -2.9524
C -4.5155 -1.6681 2.0373
C -0.6468 2.5886 -3.9861
C -3.6076 -3.5942 0.7640
C 0.6120 2.3178 -3.4841
H -0.8354 3.5103 -4.5213
H 1.4223 3.0227 -3.6015
H -0.6042 2.4964 0.1792
H 5.3223 0.9939 -3.7560
H -2.1342 3.6599 1.7819
H -2.6607 1.8266 -4.1636
H 4.2967 -0.2085 0.8359
H -3.9417 2.3861 2.8545
H -4.3806 -4.2385 1.1627
H 2.5222 2.1318 0.4149
H 2.9364 1.2435 -4.2862
H -2.6335 -5.1084 -0.3977
H -2.1235 -0.2220 -2.8694
H 4.6776 3.1140 -0.1873
H 5.0386 -1.2021 2.9145
H 0.3274 -1.6867 1.5724
H 1.1006 -2.6656 3.6798
H -5.2962 -2.2863 2.4573
H -0.8768 -3.5504 -1.2092
H 6.1697 1.9855 -1.7961
H 3.5795 -0.2127 -1.1281
```

Computed properties:
Orbital gap: 4.62 eV
Multiplicity: 1
Strongest force on any atom: 0.00595 hartree/bohr
Electronic energy: -5794.469831 a.u.
HOMO: -6.04 eV